No. 1
# C23H36BrNiO6P2

A structure of composition C23H36BrNiO6P2 in a non-equilibrium geometry (ωB97M-V/def2-TZVPD, the OMol25 dataset).

The geometry in ORCA input format:
```
! wB97M-V def2-TZVPD RIJCOSX def2/J DEFGRID3
* xyz 1 3
Ni -0.95 0.48 -1.34
C 3.95 -3.25 0.22
C 4.02 -1.74 0.15
C 4.83 -1.24 -1.03
O 2.72 -1.13 0.14
P 1.48 -1.35 -0.77
O 1.00 -0.02 -1.23
C 0.22 -2.25 0.21
P -0.56 -1.00 1.26
O -1.41 0.02 0.58
O 0.65 -0.37 2.04
C 0.72 1.02 2.43
C 0.90 1.04 3.94
C 1.87 1.68 1.68
O -1.40 -1.89 2.25
C -2.31 -1.27 3.19
C -3.75 -1.45 2.71
C -2.08 -1.90 4.55
O 1.93 -2.32 -1.94
C 1.10 -2.75 -3.04
C 2.05 -3.41 -4.03
C 0.34 -1.59 -3.66
H 4.95 -3.65 0.35
H 3.54 -3.66 -0.71
H 3.34 -3.57 1.06
H 4.45 -1.36 1.09
H 4.44 -1.65 -1.95
H 5.87 -1.53 -0.92
H 4.77 -0.15 -1.08
H 0.66 -3.03 0.82
H -0.55 -2.68 -0.44
H -0.22 1.51 2.14
H 1.79 0.48 4.20
H 0.04 0.59 4.43
H 1.01 2.06 4.29
H 2.80 1.18 1.93
H 1.93 2.72 1.97
H 1.70 1.60 0.61
H -2.08 -0.19 3.22
H -3.97 -2.51 2.61
H -3.89 -0.97 1.74
H -4.43 -1.00 3.43
H -2.34 -2.96 4.51
H -2.70 -1.41 5.30
H -1.03 -1.81 4.83
H 0.40 -3.50 -2.65
H 2.78 -2.69 -4.38
H 1.49 -3.80 -4.87
H 2.58 -4.23 -3.54
H 1.03 -0.78 -3.88
H -0.43 -1.21 -2.97
H -0.15 -1.91 -4.57
Br -3.20 0.34 -2.07
C -3.51 2.23 -1.67
C -4.78 2.73 -1.63
C -4.95 4.10 -1.36
C -3.86 4.92 -1.23
C -2.55 4.42 -1.33
C -1.41 5.25 -1.30
C -0.15 4.73 -1.43
C 0.04 3.34 -1.50
C -1.04 2.49 -1.51
C -2.35 3.02 -1.50
H -5.64 2.10 -1.79
H -5.95 4.50 -1.28
H -4.00 5.98 -1.04
H -1.54 6.32 -1.19
H 0.71 5.37 -1.48
H 1.05 2.95 -1.57
*
```

Computed properties:
<S²> = 2.007
LUMO level (spin up / spin down) = -2.1608 / -3.0670 eV
electronic energy = -166383.584 eV
HOMO level (spin up / spin down) = -10.44 / -10.40 eV
strongest force on any atom = 1.6 eV/Å
energy relative to the best compared isomer or geometry (same formula, charge and spin) = 14.4 kcal per mole

=====

No. 2
# C4H13NOS

A cluster of 2 separate species, C4H13NOS in total in a non-equilibrium geometry (ωB97M-V/def2-TZVPD, the OMol25 dataset).

The geometry in ORCA input format:
```
! wB97M-V def2-TZVPD RIJCOSX def2/J DEFGRID3
* xyz 0 1
N 1.81 0.28 0.06
C 1.11 -0.98 0.28
C -0.06 -0.89 1.22
C -1.17 0.12 0.80
C -1.82 -0.18 -0.54
S -2.24 -1.94 -0.80
H 2.47 0.17 -0.69
H 2.48 0.37 0.82
H 0.64 -1.19 -0.70
H 1.67 -1.90 0.50
H -0.58 -1.83 1.37
H 0.25 -0.55 2.22
H -0.80 1.14 0.83
H -1.89 0.09 1.62
H -1.19 0.05 -1.39
H -2.75 0.39 -0.54
H -3.28 -1.70 -1.62
O 1.87 2.80 -1.52
H 1.56 2.13 -0.87
H 1.92 3.62 -1.05
*
```

Computed properties:
LUMO level = 0.8268 eV
electronic energy = -18731.505 eV
HOMO level = -9.02 eV
strongest force on any atom = 2.4 eV/Å
energy relative to the best compared isomer or geometry (same formula, charge and spin) = 11.7 kcal per mole

=====

No. 3
# C6H15NO

A cluster of 2 separate species, C6H15NO in total in a non-equilibrium geometry (ωB97M-V/def2-TZVPD, the OMol25 dataset).

The geometry in ORCA input format:
```
! wB97M-V def2-TZVPD RIJCOSX def2/J DEFGRID3
* xyz 0 1
C 0.96 0.20 -1.53
C 1.02 -0.25 -0.28
C 1.13 -1.69 0.10
N 1.27 0.64 0.89
C 1.23 2.09 0.58
O 0.41 0.34 1.90
H 0.85 -0.51 -2.34
H 0.90 1.24 -1.81
H 2.17 -1.97 0.23
H 0.69 -2.32 -0.65
H 0.63 -1.82 1.07
H 2.23 0.42 1.21
H 0.24 2.33 0.20
H 1.39 2.62 1.52
H 2.00 2.35 -0.14
C -2.02 0.09 0.35
C -2.23 -1.04 -0.64
H -1.08 0.12 1.09
H -2.81 0.08 1.10
H -2.09 1.05 -0.16
H -3.23 -1.00 -1.08
H -1.52 -0.98 -1.46
H -2.12 -2.01 -0.14
*
```

Computed properties:
LUMO level = 0.6229 eV
electronic energy = -9999.203 eV
HOMO level = -8.35 eV
strongest force on any atom = 2.7 eV/Å
energy relative to the best compared isomer or geometry (same formula, charge and spin) = 105.0 kcal per mole

=====

No. 4
# C4H4F2

The molecule C4H4F2 in a non-equilibrium geometry (ωB97M-V/def2-TZVPD, the OMol25 dataset).

The geometry in ORCA input format:
```
! wB97M-V def2-TZVPD RIJCOSX def2/J DEFGRID3
* xyz 0 1
C -1.04 1.54 -0.04
C -0.27 0.52 -0.41
F 0.28 0.41 -1.65
C 0.22 -0.52 0.40
C 1.00 -1.55 0.00
F -0.13 -0.53 1.69
H -1.34 1.76 0.95
H -1.19 2.41 -0.73
H 1.32 -1.74 -0.99
H 1.14 -2.29 0.77
*
```

Computed properties:
LUMO level = 0.3799 eV
electronic energy = -9646.141 eV
HOMO level = -9.29 eV
strongest force on any atom = 3.5 eV/Å
energy relative to the best compared isomer or geometry (same formula, charge and spin) = 7.2 kcal per mole

=====

No. 5
# C5H11N

The molecule C5H11N (ωB97M-V/def2-TZVPD, the OMol25 dataset).

The geometry in ORCA input format:
```
! wB97M-V def2-TZVPD RIJCOSX def2/J DEFGRID3
* xyz 0 1
C 0.73 0.82 2.82
N 0.10 0.69 1.74
C -0.09 -0.66 1.22
C 0.20 -0.71 -0.28
C -0.64 0.28 -1.09
C -0.28 0.26 -2.58
H 1.14 -0.03 3.40
H 0.89 1.82 3.23
H -1.14 -0.92 1.39
H 0.53 -1.40 1.76
H 1.26 -0.50 -0.44
H 0.02 -1.73 -0.63
H -0.49 1.28 -0.68
H -1.71 0.04 -0.97
H 0.79 0.49 -2.72
H -0.86 1.00 -3.14
H -0.46 -0.73 -3.02
*
```

Computed properties:
LUMO level = 1.2147 eV
electronic energy = -6852.834 eV
HOMO level = -9.68 eV
strongest force on any atom = 0.5 eV/Å
energy relative to the best compared isomer or geometry (same formula, charge and spin) = 16.0 kcal per mole

=====

No. 6
# C4H3N5OS

The molecule C4H3N5OS in a non-equilibrium geometry (ωB97M-V/def2-TZVPD, the OMol25 dataset).

The geometry in ORCA input format:
```
! wB97M-V def2-TZVPD RIJCOSX def2/J DEFGRID3
* xyz 0 1
O -0.30 -1.72 2.10
C -0.19 -1.08 0.98
N -0.46 0.24 1.01
C -0.52 0.83 -0.18
S -1.11 2.50 -0.04
N -0.27 0.22 -1.37
C 0.05 -1.06 -1.38
N 0.44 -2.14 -2.19
N 0.64 -3.31 -1.55
N 0.54 -3.05 -0.35
C 0.00 -1.77 -0.15
H 0.42 -2.42 2.26
H -1.47 2.47 1.27
H 0.65 -2.16 -3.16
*
```

Computed properties:
LUMO level = 0.0651 eV
electronic energy = -24527.951 eV
HOMO level = -9.25 eV
strongest force on any atom = 4.3 eV/Å
energy relative to the best compared isomer or geometry (same formula, charge and spin) = 24.1 kcal per mole

=====

No. 7
# C4H10ClP

The molecule C4H10ClP (ωB97M-V/def2-TZVPD, the OMol25 dataset).

The geometry in ORCA input format:
```
! wB97M-V def2-TZVPD RIJCOSX def2/J DEFGRID3
* xyz 0 1
C 0.48 0.74 -1.57
P -0.43 0.98 0.04
C 1.00 1.59 1.04
C -0.38 -0.79 0.65
C -1.42 -1.63 -0.04
Cl -1.40 -3.30 0.59
H -0.18 0.26 -2.29
H 1.38 0.15 -1.43
H 0.75 1.72 -1.96
H 0.70 1.66 2.09
H 1.27 2.59 0.70
H 1.87 0.94 0.95
H -0.57 -0.76 1.72
H 0.62 -1.21 0.49
H -2.43 -1.24 0.14
H -1.25 -1.70 -1.11
*
```

Computed properties:
LUMO level = 1.0899 eV
electronic energy = -26121.617 eV
HOMO level = -8.97 eV
strongest force on any atom = 0.6 eV/Å
energy relative to the best compared isomer or geometry (same formula, charge and spin) = 0.0 kcal per mole

=====

No. 8
# C21H26N2O4S

The molecule C21H26N2O4S in a non-equilibrium geometry (ωB97M-V/def2-TZVPD, the OMol25 dataset).

The geometry in ORCA input format:
```
! wB97M-V def2-TZVPD RIJCOSX def2/J DEFGRID3
* xyz 0 1
C 4.74 -3.04 1.49
C 3.53 -2.22 1.79
C 2.88 -2.33 3.01
C 1.75 -1.57 3.28
C 1.28 -0.70 2.33
S -0.20 0.24 2.64
O -0.59 0.06 4.02
O -0.08 1.58 2.14
N -1.29 -0.53 1.62
C -1.53 -1.93 1.85
C -1.62 -2.69 0.51
C -1.17 -1.81 -0.65
O -0.17 -2.11 -1.29
N -1.95 -0.75 -0.97
C -1.54 0.22 -1.99
C -1.43 -0.43 -3.39
O -0.18 -0.95 -3.71
C -0.26 0.96 -1.59
C -0.14 2.26 -2.33
C 0.42 2.30 -3.60
C 0.50 3.49 -4.30
C 0.01 4.66 -3.74
C -0.54 4.63 -2.47
C -0.62 3.44 -1.77
C -3.02 -0.36 -0.08
C -2.45 0.23 1.23
C 1.92 -0.55 1.11
C 3.04 -1.32 0.85
H 4.96 -3.74 2.29
H 4.60 -3.59 0.56
H 5.61 -2.39 1.35
H 3.25 -3.02 3.76
H 1.23 -1.64 4.23
H -2.43 -2.08 2.45
H -0.68 -2.30 2.43
H -2.63 -3.04 0.32
H -0.96 -3.55 0.52
H -2.36 0.95 -2.05
H -1.63 0.34 -4.14
H -2.21 -1.20 -3.47
H 0.07 -1.55 -2.98
H -0.29 1.16 -0.51
H 0.60 0.33 -1.81
H 0.80 1.39 -4.04
H 0.94 3.51 -5.29
H 0.07 5.59 -4.28
H -0.92 5.54 -2.02
H -1.04 3.42 -0.78
H -3.65 0.38 -0.58
H -3.64 -1.22 0.15
H -3.23 0.22 2.00
H -2.11 1.26 1.08
H 1.54 0.15 0.40
H 3.54 -1.22 -0.10
*
```

Computed properties:
LUMO level = 0.5727 eV
electronic energy = -44204.746 eV
HOMO level = -8.89 eV
strongest force on any atom = 1.1 eV/Å
energy relative to the best compared isomer or geometry (same formula, charge and spin) = 9.6 kcal per mole